Record 1
83
Properties=species:S:1:pos:R:3:forces:R:3:nbo_charge:R:1 method="wB97M-V/def2-TZVPD" smiles="CCOC(=O)c1ccc(NC(=O)c2nc[nH]c2C(=O)N[C@@H](CCCCNC(=O)OC(C)(C)C)C(=O)OC(C)(C)C)cc1" total_charge=0 orbital_gap_ev=8.76 largest_force_ha_per_bohr=0.0192 e_above_lowest_kcal_mol=1.42
C 6.26067 1.31318 -1.93491 -0.038 0.030 0.266 -0.652
C 1.43031 1.26931 -0.21172 -0.525 0.191 -0.042 0.030
C 1.54895 3.44827 -0.33918 0.029 0.104 -0.009 0.197
H 0.19931 -0.85363 0.35193 0.092 0.163 -0.046 0.452
N -2.14486 2.15133 -0.09324 0.290 0.315 -0.088 -0.609
O 6.77911 0.54121 0.84455 0.316 -0.185 -0.238 -0.655
N 2.28750 2.32274 -0.33286 -0.086 -0.243 -0.013 -0.503
H 6.98135 0.63071 -1.49456 0.034 -0.026 -0.056 0.243
H 2.31422 -0.66779 2.45625 -0.055 0.072 0.087 0.187
H -10.01428 1.21491 1.39631 0.042 -0.111 -0.157 0.193
C -9.65659 0.46119 0.68565 -0.555 0.068 0.072 -0.069
H 7.86599 2.38554 0.05732 0.051 0.037 -0.020 0.248
H 5.69850 4.04199 -2.42222 0.042 0.034 -0.070 0.226
H 6.05654 -0.70666 2.66193 -0.136 0.041 0.139 0.237
H -5.99290 -0.24872 0.49735 -0.010 -0.079 0.016 0.231
C -9.97541 -0.94455 1.15877 0.293 0.342 -0.146 -0.622
C 0.16258 1.83220 -0.14482 0.989 -0.018 -0.012 0.037
H -1.34610 -2.04661 -3.16495 0.057 0.046 -0.116 0.214
H 4.75039 4.25477 -0.94917 -0.023 0.131 0.079 0.209
C -0.76903 -4.62156 -2.51244 0.114 0.160 0.260 -0.643
N 1.19276 -1.05905 0.22629 0.015 -0.059 -0.010 -0.600
N 0.27391 3.19306 -0.23595 -0.244 0.137 -0.010 -0.489
C 2.01012 -0.09215 -0.20406 -0.296 -0.243 0.124 0.643
O -8.24066 0.58338 0.55795 0.254 -0.229 0.040 -0.513
C -4.30520 3.15965 -0.10863 0.120 -0.107 0.012 -0.260
C -6.29579 1.84975 0.20986 0.250 -0.028 -0.012 -0.192
H 7.03055 3.93825 0.20255 -0.005 0.124 0.038 0.209
C 2.73009 -1.66237 2.63640 0.123 -0.261 -0.225 -0.397
H 5.34151 0.76395 -2.13018 -0.095 -0.028 -0.074 0.228
H 2.61546 -2.51030 -0.08484 -0.187 -0.034 0.038 0.252
H -0.06858 -4.20824 -3.23507 0.038 0.035 -0.106 0.213
C 1.65582 -2.40534 0.43651 0.139 -0.240 0.114 -0.154
H 4.65505 -2.61952 2.54741 0.030 -0.080 0.015 0.206
H 7.83325 3.50015 -1.31416 0.035 0.080 -0.114 0.213
C 7.26326 3.11698 -0.47245 -0.211 -0.209 0.119 -0.646
H -1.60417 -5.06614 -3.04647 -0.110 -0.014 -0.080 0.215
H -2.50593 -3.28407 0.16798 -0.088 0.086 0.068 0.214
H 4.25690 -1.68691 1.10161 0.064 -0.080 -0.022 0.227
C -5.51488 0.70292 0.32775 -0.215 0.306 -0.038 -0.135
H -3.53860 -0.10994 0.32648 0.001 -0.008 0.000 0.251
O 3.18078 -0.25188 -0.52483 0.234 0.082 -0.081 -0.658
C 0.68238 -3.42566 -0.15986 0.510 0.090 0.267 0.814
H -11.05050 -1.06081 1.25916 -0.107 -0.030 0.012 0.217
C 4.19147 -1.69956 2.18956 -0.031 0.195 0.174 -0.425
H -1.67743 -4.84569 0.07196 -0.038 -0.050 0.027 0.237
O -0.16808 -2.82304 -0.96837 -0.257 0.218 -0.278 -0.520
H -0.26481 -5.39366 -1.93766 -0.009 -0.057 -0.030 0.239
H -6.29304 3.96013 -0.10047 -0.033 0.075 -0.011 0.240
H -2.23423 -1.59689 -1.70965 -0.077 0.095 0.057 0.228
C -1.28056 -3.51960 -1.58796 -0.518 -0.366 -0.271 0.272
C -1.99318 -2.42097 -2.37609 0.299 -0.169 0.265 -0.620
H -3.82503 4.11280 -0.27724 0.038 0.110 -0.019 0.211
H 1.96391 4.43277 -0.41871 0.199 0.170 -0.016 0.208
C 5.97466 2.47041 -0.97948 0.471 0.161 -0.472 0.282
C 5.67486 1.01338 0.93229 -0.317 0.124 0.404 0.913
C -3.52177 2.00878 0.01275 -0.514 -0.234 0.073 0.258
C -4.14077 0.77770 0.23000 0.235 -0.128 0.011 -0.286
C 4.98656 -0.49582 2.70822 0.161 -0.286 -0.055 -0.217
O -1.34271 0.03013 0.23853 -0.068 -0.082 -0.006 -0.641
C -2.19598 -4.08270 -0.50254 0.313 0.086 -0.033 -0.645
H 3.30074 2.21346 -0.35903 -0.009 0.007 0.025 0.472
H -10.11767 0.66825 -0.28711 0.063 0.024 0.158 0.185
H 4.25598 3.06371 -2.17002 -0.109 -0.035 -0.088 0.211
O 5.17448 1.99726 0.13985 -0.100 0.165 -0.065 -0.569
N 4.78400 0.69033 1.90174 -0.273 0.163 0.104 -0.623
H -9.50607 -1.13129 2.12102 0.002 -0.058 0.103 0.213
H 2.27042 -3.69477 2.03779 -0.060 -0.051 0.039 0.228
O 0.72144 -4.59937 0.10608 -0.017 -0.027 -0.008 -0.608
C 5.10625 3.52472 -1.67293 0.117 -0.353 0.292 -0.631
C -7.77153 1.81413 0.31487 -0.249 0.275 -0.033 0.783
C -1.16376 1.22181 0.01692 -0.290 0.082 0.029 0.653
H -3.07730 -4.52430 -0.95881 -0.108 -0.019 -0.068 0.216
H -1.79059 3.09236 -0.24554 -0.036 -0.174 0.028 0.434
H 4.71061 -0.26723 3.74211 0.085 -0.057 -0.018 0.189
H 6.65685 1.69707 -2.87087 0.029 0.075 -0.122 0.210
H -2.90699 -2.80639 -2.81782 -0.097 -0.076 -0.061 0.212
C 1.84603 -2.69601 1.93750 0.100 0.210 -0.067 -0.391
C -5.67572 3.07939 -0.01105 -0.153 -0.192 0.036 -0.148
H 0.86195 -2.69751 2.41201 -0.045 -0.097 0.010 0.207
H 3.83748 1.01496 1.78757 0.089 0.060 -0.079 0.391
O -8.48512 2.78282 0.20038 0.073 -0.119 0.004 -0.600
H -9.60388 -1.67353 0.44359 -0.010 -0.123 -0.047 0.211
H 2.68480 -1.84163 3.71315 -0.027 0.089 0.028 0.210

Record 2
86
Properties=species:S:1:pos:R:3:forces:R:3:mulliken_charge:R:1 method="wB97M-V/def2-TZVPD" smiles=CCOB(O)c1ccc2nc(COC)c(P(O)O)nc2c1OCCNC[C@@H](C)O.c1cc[nH]c1.c1cc[nH]c1.c1cc[nH]c1 total_charge=0 orbital_gap_ev=6.56 largest_force_ha_per_bohr=0.1515
C -0.19593 3.27036 -2.60711 2.085 -0.560 -1.140 0.426
N -1.51697 3.85929 -3.01642 0.692 -2.481 7.352 -0.546
H -2.40437 -8.78587 3.38733 0.330 0.209 0.237 0.165
C -4.00513 -1.62900 2.36314 -0.115 0.019 0.079 -0.200
H -6.17244 -7.33265 1.46491 0.332 -0.151 -0.149 0.216
C -1.06113 -7.28364 4.05485 0.002 0.091 -0.010 -0.287
C 5.61740 -0.85353 -3.48103 1.204 0.629 0.179 -0.806
H 0.06382 -8.73180 6.79670 -0.092 0.031 -0.160 0.378
H -1.76065 -10.17328 5.37977 0.090 0.169 -0.001 0.337
C -4.87340 -7.48991 -0.20672 0.088 0.012 -0.046 -0.523
H 3.59463 2.00631 1.82374 -2.033 1.108 -1.168 0.252
H -4.51700 -8.65898 2.81007 -0.033 0.041 -0.160 0.380
H 5.93686 1.91599 -0.70070 -0.626 -0.168 -2.104 0.273
H 1.76339 4.47531 0.42268 2.088 -1.452 0.725 0.275
C -0.24536 -7.23189 5.16302 -0.094 0.205 -0.327 -0.611
H -1.22268 -6.57351 3.25496 0.019 -0.103 0.147 0.399
C 3.80894 5.46331 -0.86856 -0.845 -0.066 -0.766 -0.577
C -3.64404 -8.09604 -0.33888 -0.263 0.233 -0.248 -0.637
H 4.64450 -0.62363 -4.09962 1.782 -0.643 1.449 0.224
O 6.15066 4.81758 -1.86807 -0.451 0.768 -1.470 -0.486
C 2.47238 2.51944 -3.55280 -3.805 0.729 2.701 -0.485
O 4.22329 -0.27683 -1.33030 1.447 3.053 -2.244 -0.449
H -3.04481 -8.12117 -1.23978 -0.119 0.007 0.158 0.413
N -1.73156 -8.47885 4.07777 0.066 -0.045 0.053 0.111
C 5.82440 7.27036 -1.44360 0.712 -0.226 -0.072 -1.074
H 4.69816 5.96593 -2.93603 0.561 -0.228 2.450 0.184
N 3.97264 4.20272 -0.04147 -0.136 1.275 0.942 -0.143
H 4.77320 4.42506 0.61928 -1.220 -0.587 -1.067 0.321
H -3.90496 7.38776 -2.23225 -1.936 -1.615 0.511 0.245
H -4.63869 1.66975 0.06254 -0.593 1.551 1.078 0.334
B 4.31718 1.17799 -1.70471 0.979 -1.427 1.282 0.387
H -4.10968 4.58541 -3.20920 0.468 -0.189 2.449 0.346
H 6.37063 0.05299 -3.62405 -1.678 -1.831 0.112 0.194
H 6.35395 -0.73889 -1.22316 -1.979 -0.416 -1.709 0.199
H -3.13499 -3.54586 -0.11946 -0.093 0.030 0.173 0.390
N -3.31414 -1.87924 1.20623 0.000 0.004 -0.022 0.088
P -3.37283 3.30186 1.11714 -0.497 -0.948 1.467 0.267
H 2.88342 5.26984 -1.58926 1.921 0.390 1.504 0.208
H -4.71034 3.46585 -1.81128 1.504 1.864 -0.327 0.230
H 0.40986 -6.41238 5.42836 -0.120 -0.132 -0.067 0.378
H 5.25784 8.20313 -1.88898 0.940 -1.893 1.185 0.303
C -2.42300 3.80806 -1.81802 1.287 0.147 -0.665 0.437
H -5.61421 7.24409 -1.32025 1.945 -1.326 -1.259 0.230
H -2.83869 1.25088 1.96251 0.536 1.898 0.927 0.262
H -3.91845 -0.67424 2.86427 -0.062 -0.171 0.006 0.312
C 5.09259 5.83825 -1.81701 0.405 1.291 -1.440 0.209
C 0.22796 2.68790 -1.14808 -0.218 0.044 0.094 0.166
O -2.70517 2.19176 2.32896 -1.436 -0.554 -3.439 -0.478
C -3.98142 4.36752 -2.05337 0.550 -1.378 -0.559 -0.465
H 1.83358 2.48237 2.32551 1.402 -0.066 -2.109 0.297
H 3.52917 6.38951 -0.20115 0.622 -1.499 -1.214 0.315
H -5.47814 -6.94233 -0.91712 0.135 -0.096 0.106 0.390
C 2.88223 1.90863 -2.08171 -4.729 1.947 0.345 0.509
C 0.97102 3.18358 -3.80226 2.219 -1.597 2.194 -0.543
H 3.24131 2.48642 -4.43979 -1.755 0.092 1.971 0.309
H 6.57435 4.84098 -2.79689 -1.223 0.046 2.348 0.326
O -4.85768 2.49465 0.61277 3.356 -0.905 -0.945 -0.496
H 6.16997 -1.81319 -3.91720 -1.369 2.029 1.006 0.306
C -4.36350 -8.40070 1.77079 0.031 0.005 0.010 -0.544
C -4.47336 -3.71787 1.67171 0.197 -0.054 -0.333 0.101
H 5.17898 -2.16137 -1.63560 0.248 2.577 -0.449 0.266
H -2.69693 -1.22682 0.74035 -0.139 -0.339 0.173 0.148
N -0.72166 2.70309 0.01520 -2.200 2.111 -5.179 -0.287
H -2.42609 -9.22771 1.16117 -0.119 0.056 -0.088 0.453
C -4.73691 -2.75343 2.67353 0.065 0.400 0.157 -0.828
H -5.37150 6.35311 -2.96466 1.261 0.372 1.952 0.281
C 2.57287 2.44712 1.39063 0.237 0.989 1.739 -0.483
H 0.75811 3.58857 -4.90475 0.291 -0.954 2.861 0.236
C -3.58942 -3.15255 0.78008 -0.047 -0.110 -0.103 -0.748
H 2.99056 4.63564 1.83667 -0.933 -1.535 -1.663 0.408
O -4.33096 5.49808 -1.17949 -0.135 -0.116 -2.716 -0.239
C -1.34657 -9.19356 5.18216 0.013 -0.019 0.096 -0.538
C 5.38428 -1.00782 -1.86397 0.646 -1.937 0.491 -0.189
H -4.88366 -4.71741 1.60793 0.132 0.144 -0.012 0.389
H -5.38907 -2.86724 3.52972 0.132 0.046 -0.136 0.368
C -3.32160 -8.67289 0.91273 -0.117 -0.067 0.386 -0.099
O 2.05894 1.46836 0.44208 -0.548 2.186 -2.938 -0.437
C 1.73113 2.01895 -0.87360 0.768 0.387 -3.155 0.191
C 2.74556 3.97951 0.86820 0.546 1.198 1.247 -0.669
C -2.06964 3.27414 -0.32237 3.622 -1.837 -2.896 0.010
O 5.64131 1.82833 -1.66613 -2.568 -1.159 1.478 -0.508
C -4.81035 6.65913 -1.97515 -0.437 1.038 0.128 -0.635
H 6.03718 7.37214 -0.27675 -0.695 -0.129 -2.499 0.261
H 6.89767 7.25598 -1.95912 -2.334 -0.006 1.039 0.294
C -0.42577 -8.44102 5.87624 -0.168 -0.373 0.051 -0.393
N -5.30103 -7.67581 1.08212 0.001 -0.028 0.017 0.008

Sequential LUMO level output: -0.03; -1.45 eV